Molecular formula: C65H175InN12Na3O26PS
Method: DFT, ωB97M-V/def2-TZVPD

Results
frontier orbital gap	4.627	eV
total charge	0
energy	-179904.19534	eV
HOMO	-8.12	eV
LUMO energy	-0.1283	Eh

CARTESIAN COORDINATES (ANGSTROEM)
In: 0.82 -0.12 2.73
Na: -1.45 -1.63 -2.83
Na: 0.98 1.96 -1.00
Na: -3.05 0.83 1.08
C: -4.39 0.51 4.61
C: -3.39 -0.54 4.23
O: -2.30 -0.19 3.41
H: -5.01 0.74 3.75
H: -3.91 1.41 5.00
H: -5.04 0.02 5.34
H: -3.93 -1.41 3.84
H: -3.15 -0.95 5.21
P: -0.74 -0.34 -0.47
O: -2.24 -0.81 -0.67
O: 0.15 -1.38 0.31
O: -0.70 0.90 0.48
O: -0.08 0.07 -1.85
S: 2.91 2.38 1.35
O: 4.37 2.62 1.40
O: 2.57 1.06 0.80
O: 2.34 2.36 2.67
O: 2.26 3.43 0.60
C: -2.67 -1.57 -7.40
C: -2.82 -1.87 -5.88
C: -2.87 -3.34 -5.39
O: -2.89 -3.36 -3.91
C: -4.20 -3.28 -3.33
N: -1.75 -1.21 -5.23
H: -1.93 -2.21 -7.88
H: -2.49 -0.50 -7.55
H: -3.57 -1.93 -7.89
H: -3.79 -1.47 -5.58
H: -1.91 -3.70 -5.75
H: -3.68 -3.96 -5.79
H: -4.77 -2.38 -3.59
H: -4.23 -3.40 -2.25
H: -4.84 -4.09 -3.70
H: -1.50 -0.29 -5.58
H: -0.95 -1.80 -5.39
C: -7.43 1.62 1.50
C: -6.73 0.22 1.36
C: -7.67 -0.82 0.68
O: -8.90 -1.04 1.34
C: -8.70 -1.75 2.52
N: -5.53 0.43 0.63
H: -7.02 2.25 2.30
H: -8.45 1.47 1.88
H: -7.59 2.19 0.58
H: -6.43 -0.03 2.38
H: -7.12 -1.75 0.55
H: -7.99 -0.44 -0.29
H: -8.00 -1.23 3.18
H: -8.50 -2.82 2.52
H: -9.63 -1.59 3.07
H: -5.75 0.86 -0.25
H: -5.26 -0.52 0.41
C: -6.04 -0.18 -2.90
C: -4.70 0.49 -3.28
C: -4.87 1.52 -4.40
O: -5.43 0.85 -5.48
C: -5.76 1.78 -6.56
N: -4.10 0.93 -2.05
H: -5.97 -0.91 -2.09
H: -6.37 -0.82 -3.72
H: -6.79 0.59 -2.73
H: -4.05 -0.33 -3.58
H: -3.93 1.89 -4.82
H: -5.48 2.32 -3.99
H: -6.57 2.48 -6.32
H: -6.20 1.21 -7.38
H: -4.88 2.31 -6.92
H: -3.30 1.45 -2.36
H: -3.70 0.16 -1.54
C: 0.27 -4.76 2.88
C: -1.04 -4.06 2.93
C: -1.71 -4.13 4.28
O: -1.04 -3.51 5.36
C: -1.83 -3.61 6.54
N: -0.81 -2.70 2.52
H: 0.94 -4.60 3.73
H: 0.91 -4.49 2.04
H: -0.02 -5.81 2.84
H: -1.66 -4.49 2.14
H: -1.89 -5.19 4.50
H: -2.74 -3.77 4.22
H: -2.60 -2.83 6.55
H: -1.25 -3.47 7.46
H: -2.21 -4.63 6.57
H: -1.58 -2.06 2.65
H: -0.49 -2.72 1.56
C: -0.69 -0.41 6.67
C: -0.09 0.95 6.14
C: -0.25 2.11 7.23
O: 0.49 1.74 8.37
C: 0.52 2.74 9.46
N: 1.31 0.84 5.65
H: -1.68 -0.33 7.11
H: 0.02 -0.77 7.41
H: -0.71 -1.18 5.89
H: -0.65 1.26 5.26
H: -1.31 2.32 7.38
H: 0.09 3.06 6.82
H: 0.76 3.67 8.95
H: 1.29 2.41 10.16
H: -0.39 2.88 10.04
H: 1.91 0.37 6.31
H: 1.69 1.76 5.49
C: 1.60 -1.27 -6.84
C: 1.37 -2.70 -6.37
C: 2.70 -3.41 -6.13
O: 2.58 -4.76 -5.72
C: 3.79 -5.27 -5.30
N: 0.74 -2.62 -5.09
H: 1.99 -1.22 -7.85
H: 2.34 -0.75 -6.24
H: 0.65 -0.73 -6.79
H: 0.82 -3.31 -7.09
H: 3.33 -2.96 -5.36
H: 3.20 -3.44 -7.09
H: 3.72 -6.36 -5.33
H: 4.07 -5.00 -4.29
H: 4.66 -5.02 -5.90
H: 1.35 -2.12 -4.45
H: 0.59 -3.55 -4.71
C: 4.08 -3.74 0.09
C: 3.43 -3.14 1.33
C: 4.41 -3.09 2.53
O: 4.98 -4.28 2.93
C: 6.32 -4.40 2.50
N: 2.79 -1.85 1.07
H: 3.38 -3.75 -0.75
H: 4.42 -4.75 0.32
H: 4.92 -3.13 -0.23
H: 2.63 -3.85 1.54
H: 3.89 -2.75 3.42
H: 5.19 -2.33 2.41
H: 6.46 -4.38 1.42
H: 6.77 -5.30 2.91
H: 6.94 -3.63 2.97
H: 2.03 -1.91 0.42
H: 3.50 -1.31 0.58
C: 1.58 6.87 -0.42
C: 1.73 7.07 1.08
C: 0.34 6.75 1.63
O: 0.08 7.21 2.96
C: 0.23 8.58 3.15
N: 2.74 6.12 1.62
H: 2.54 7.01 -0.90
H: 0.78 7.48 -0.84
H: 1.43 5.81 -0.57
H: 1.96 8.12 1.25
H: -0.01 5.74 1.42
H: -0.41 7.28 1.05
H: -0.34 9.04 2.35
H: 1.25 8.89 2.93
H: 0.00 8.94 4.15
H: 2.83 5.25 1.11
H: 2.50 5.74 2.53
C: 6.87 1.05 -0.83
C: 6.44 -0.33 -0.18
C: 7.50 -0.89 0.77
O: 8.44 -1.66 0.07
C: 9.09 -2.65 0.79
N: 5.33 -0.02 0.73
H: 7.83 1.02 -1.34
H: 6.80 1.87 -0.11
H: 6.13 1.31 -1.59
H: 6.21 -1.12 -0.90
H: 7.07 -1.47 1.59
H: 8.17 -0.16 1.21
H: 9.63 -2.09 1.55
H: 9.87 -3.07 0.16
H: 8.40 -3.34 1.28
H: 5.70 0.72 1.31
H: 4.58 0.43 0.22
C: -0.70 -5.08 -0.63
C: 0.53 -4.46 -1.23
C: 1.31 -5.37 -2.19
O: 1.86 -6.55 -1.56
C: 2.54 -7.46 -2.42
N: 0.14 -3.18 -1.82
H: -1.39 -5.54 -1.34
H: -1.36 -4.45 -0.04
H: -0.41 -5.92 0.00
H: 1.22 -4.25 -0.41
H: 2.05 -4.92 -2.85
H: 0.55 -5.71 -2.89
H: 3.38 -7.00 -2.95
H: 1.93 -7.89 -3.22
H: 2.93 -8.29 -1.82
H: -0.01 -2.62 -0.99
H: 0.97 -2.78 -2.24
C: -1.10 4.47 4.17
C: -1.64 3.48 3.14
C: -2.58 4.15 2.08
O: -3.24 3.12 1.37
C: -4.32 3.59 0.60
N: -0.58 2.69 2.57
H: -1.37 5.49 3.91
H: -0.02 4.37 4.26
H: -1.58 4.28 5.13
H: -2.29 2.77 3.63
H: -2.06 4.87 1.44
H: -3.28 4.80 2.60
H: -4.01 4.42 -0.04
H: -5.19 3.65 1.26
H: -4.55 2.86 -0.18
H: 0.21 3.24 2.27
H: -0.86 2.32 1.68
C: -0.99 2.46 -5.96
C: -0.06 2.74 -4.77
C: 0.70 4.10 -5.04
C: -0.11 5.37 -4.70
C: -0.60 5.34 -3.33
C: -1.49 4.07 -3.09
N: -0.77 2.85 -3.51
O: -1.48 1.72 -3.35
C: -1.68 4.05 -1.61
C: -2.91 4.27 -3.78
C: 1.10 1.68 -4.60
H: -1.31 3.40 -6.41
H: -1.87 1.88 -5.65
H: -0.55 1.74 -6.66
H: 1.67 4.16 -4.55
H: 0.92 4.22 -6.10
H: -0.83 5.57 -5.49
H: 0.62 6.17 -4.73
H: -1.21 6.24 -3.20
H: 0.23 5.31 -2.63
H: -0.77 4.18 -1.03
H: -2.28 4.88 -1.24
H: -2.17 3.11 -1.34
H: -3.32 5.25 -3.54
H: -2.85 4.15 -4.86
H: -3.69 3.63 -3.36
H: 1.65 1.57 -5.54
H: 0.51 0.78 -4.40
H: 1.72 1.89 -3.74
H: -0.79 1.18 -2.97
C: 5.86 -0.43 4.66
C: 4.77 0.58 4.36
O: 3.86 -0.12 3.48
H: 6.86 -0.05 4.89
H: 6.02 -1.04 3.77
H: 5.54 -1.20 5.36
H: 5.11 1.52 3.93
H: 4.27 0.80 5.31
H: 4.36 -0.38 2.70
C: 2.29 -4.18 6.00
C: 2.09 -2.68 6.02
O: 1.35 -2.22 4.96
H: 1.38 -4.70 5.72
H: 2.52 -4.40 7.04
H: 3.15 -4.38 5.36
H: 3.02 -2.12 6.13
H: 1.53 -2.35 6.89
H: 0.54 -2.70 5.15
C: -5.13 -3.42 1.89
C: -3.85 -2.98 1.05
O: -4.25 -1.97 0.13
H: -4.82 -4.23 2.56
H: -5.95 -3.67 1.21
H: -5.57 -2.62 2.47
H: -3.34 -3.77 0.49
H: -3.13 -2.56 1.75
H: -3.49 -1.48 -0.19
C: 4.78 4.53 -1.15
C: 3.80 4.53 -2.33
O: 2.73 3.68 -1.87
H: 5.25 3.55 -1.10
H: 4.34 4.76 -0.18
H: 5.55 5.27 -1.35
H: 4.27 4.07 -3.20
H: 3.48 5.54 -2.61
H: 2.68 3.81 -0.92
C: 4.18 -0.31 -3.64
C: 3.03 -0.39 -2.64
O: 1.89 -0.91 -3.15
H: 3.88 0.04 -4.62
H: 4.65 -1.27 -3.82
H: 4.91 0.41 -3.25
H: 2.78 0.58 -2.20
H: 3.39 -1.01 -1.82
H: 1.16 -0.55 -2.66